Computed, not measured: a cluster of 9 separate species, C27H47IN9O4PSi in total at a distorted geometry, with wB97M-V/def2-TZVPD.

As for the total charge: 0. As for the LUMO energy: 0.0125 Ha. The HOMO energy is -7.2 eV. As for the SMILES: CC[C@@H](I)[Si@](CCCOC(C)=O)(COC(C)=O)[PH2]=N.CC#N.CC#N.CC#N.CC#N.CC#N.CC#N.CC#N.CC#N. As for the HOMO-LUMO gap: 7.52 eV.

```
90
C27H47IN9O4PSi wB97M-V/def2-TZVPD
C 2.493 0.272 0.285
C 2.242 -1.064 -0.421
C 0.770 -1.252 -0.887
I -0.436 -1.416 0.888
Si 0.199 0.070 -2.121
C -1.075 -0.584 -3.357
C -2.261 -1.347 -2.707
C -3.390 -0.416 -2.250
O -4.612 -1.168 -2.007
C -4.517 -2.064 -1.003
C -5.184 -3.402 -1.242
O -3.958 -1.856 0.041
C 1.725 0.560 -3.193
O 1.749 -0.153 -4.457
C 2.908 -0.867 -4.634
C 3.005 -2.234 -4.003
O 3.811 -0.386 -5.254
P -0.464 1.981 -1.168
N -1.586 1.770 -0.063
H 3.537 0.294 0.612
H 2.387 1.143 -0.369
H 1.892 0.373 1.191
H 2.924 -1.153 -1.272
H 2.449 -1.881 0.279
H 0.734 -2.216 -1.410
H -0.516 -1.310 -3.961
H -1.399 0.199 -4.051
H -2.707 -1.961 -3.506
H -1.939 -2.048 -1.931
H -3.615 0.352 -3.008
H -3.144 0.111 -1.320
H -4.826 -4.102 -0.489
H -4.970 -3.798 -2.237
H -6.269 -3.315 -1.124
H 2.669 0.510 -2.644
H 1.586 1.620 -3.451
H 2.450 -2.307 -3.068
H 4.056 -2.451 -3.830
H 2.611 -2.988 -4.693
H 0.674 2.589 -0.607
H -0.977 2.882 -2.140
H -1.265 2.083 0.848
C 2.659 4.935 0.800
C 1.236 4.887 0.482
N 0.116 4.833 0.234
H 3.249 4.794 -0.103
H 2.901 5.904 1.238
H 2.906 4.152 1.509
C 0.819 -0.791 4.954
C 0.860 0.330 3.993
N 0.891 1.200 3.241
H -0.057 -1.386 4.767
H 1.706 -1.389 4.838
H 0.775 -0.398 5.969
C -2.990 4.689 2.160
C -3.292 5.750 3.118
N -3.531 6.584 3.871
H -2.601 3.817 2.681
H -3.894 4.406 1.622
H -2.244 5.032 1.444
C 4.325 -6.017 -3.488
C 4.111 -4.906 -2.565
N 3.945 -4.031 -1.839
H 4.620 -6.906 -2.934
H 3.407 -6.226 -4.034
H 5.110 -5.762 -4.197
C -3.405 1.641 5.058
C -2.481 1.552 6.187
N -1.761 1.483 7.078
H -3.409 0.704 4.504
H -4.410 1.843 5.422
H -3.100 2.444 4.392
C 5.981 3.102 2.907
C 5.232 2.769 1.699
N 4.642 2.508 0.748
H 6.778 3.803 2.667
H 5.316 3.555 3.641
H 6.416 2.200 3.332
C 0.518 -5.640 5.935
C 0.657 -4.195 5.781
N 0.766 -3.056 5.660
H 0.681 -5.917 6.974
H -0.482 -5.949 5.636
H 1.249 -6.150 5.310
C -5.734 1.820 -5.296
C -4.336 2.074 -4.961
N -3.236 2.282 -4.703
H -5.997 0.797 -5.031
H -6.376 2.506 -4.747
H -5.889 1.963 -6.364
```